Here is a cluster of 2 separate species, C3H10N2 in total in a non-equilibrium geometry from the Open Molecules 2025 dataset. Energies are from the ωB97M-V functional and the def2-TZVPD basis.

Cartesian coordinates (Å):
H1 -2.8675 2.3000 0.1004
H2 2.7420 -1.5487 0.8725
H3 1.4485 -2.2659 -0.3656
C1 1.6791 -1.4486 0.4357
C2 -2.1656 2.2346 -0.6782
H4 1.1081 -1.0593 2.3644
H5 2.2821 -0.1544 -1.0475
H6 -2.6436 0.4466 -0.9461
C3 0.5938 -1.4828 1.5718
H7 -1.6044 3.1285 -0.9747
H8 -0.2734 -0.9071 1.2386
H9 0.3507 -2.5346 1.8402
N1 1.6182 -0.1560 -0.2572
N2 -1.8908 1.1336 -1.2263
H10 0.7213 -0.0682 -0.6737

Atomic forces in eV per Å
H -1.266 0.498 0.878
H -1.707 -0.222 -0.728
H 0.709 0.787 1.635
C -0.068 -1.063 -0.955
C 1.354 0.195 -0.743
H 0.271 1.151 1.950
H -0.400 0.040 0.661
H 1.345 0.474 -0.025
C 0.787 -1.488 -2.291
H 0.000 -0.207 0.310
H 0.024 -0.194 0.326
H -0.078 0.756 -0.256
N 1.394 0.028 0.039
N -1.386 -1.010 -0.398
H -0.979 0.257 -0.404

Output
LUMO energy = 1.12 eV
Frontier orbital gap = 10.08 eV
ΔE to the lowest compared entry with this formula, charge and spin = 153.72 kJ/mol
SMILES = C=N.CCN
Charge = 0